Computed, not measured: a 10-piece molecular cluster, C20H53F6N9O19S6 overall in a non-equilibrium geometry, with ωB97M-V/def2-TZVPD.

Structure (XYZ):
```
113
Properties=species:S:1:pos:R:3:forces:R:3:lowdin_charge:R:1
N -27.15308 -6.15114 -2.59366 -1.0 0.1 -0.7 0.080
C -32.08596 -4.97200 -4.24027 0.9 0.6 -0.1 0.048
O -33.33698 -4.60466 5.01498 0.2 0.1 -0.8 -0.222
C -29.66696 -3.12205 -1.66185 -0.7 0.8 -0.8 -0.409
H -28.28977 -2.34581 -3.59343 -0.3 -0.2 0.2 0.106
H -28.89592 0.08364 1.51835 0.1 -0.1 -0.8 0.070
C -33.75960 0.53798 2.12672 -0.1 0.0 0.0 0.041
H -28.40463 -3.49200 7.19003 -0.2 0.3 -0.2 0.115
C -24.79510 1.61947 2.12173 0.4 0.4 -1.1 0.041
O -26.52106 2.70129 3.40105 0.0 -0.2 -0.1 0.197
F -34.40891 -2.50362 5.14817 0.1 0.0 -0.7 -0.163
F -32.45809 -3.47804 0.86733 0.1 0.6 0.3 -0.200
O -32.05807 -2.52102 5.12880 0.5 -0.1 -0.4 -0.289
H -26.87824 -8.63210 -3.68482 0.0 0.0 0.0 0.100
H -28.69560 1.81385 1.68240 0.0 0.1 -0.3 0.110
O -31.99675 -5.07452 2.53297 0.5 0.0 0.5 -0.211
H -27.51818 -1.94712 6.86307 -0.1 0.0 0.1 0.092
O -33.36654 -1.90102 -5.79441 0.3 -0.1 0.3 -0.223
H -27.07061 -5.85499 -0.48128 -0.4 0.4 -0.1 0.098
H -29.25836 -3.82211 3.60204 0.3 -0.4 -0.2 0.088
H -27.63191 -1.91783 -6.40310 0.3 0.2 -0.1 0.088
H -27.69113 0.54535 3.32864 0.2 0.3 0.2 0.165
O -32.06840 0.04778 -5.01668 0.2 -0.1 -0.9 -0.252
H -27.91231 -0.65302 -2.00134 -0.6 -0.5 -0.1 0.086
H -32.47031 -4.12403 -3.68509 -0.2 -0.2 0.2 0.080
N -30.68100 -4.57394 -4.66824 -0.8 -0.5 -0.4 0.054
H -30.72189 -3.44254 -1.57267 0.2 -0.5 0.2 0.096
H -32.65585 -5.09355 -5.15747 -0.2 -0.3 0.1 0.115
S -24.15890 -2.10233 3.29205 1.1 -0.1 4.3 0.501
F -29.56251 -2.07408 -7.87757 0.0 0.0 0.1 -0.200
O -25.59184 -3.53343 0.77764 0.1 -0.1 0.3 -0.241
H -34.28241 -1.06545 0.88975 0.2 0.3 -0.6 0.189
H -30.74010 -3.68984 -5.19929 -0.2 -0.1 -0.5 0.065
C -26.13363 1.80840 2.72947 -0.2 0.4 0.2 -0.374
O -30.84202 -2.87548 2.53112 -0.5 0.1 -0.1 -0.319
H -28.52966 -2.83359 2.41034 0.6 -0.3 -0.3 0.065
H -29.26531 -1.95982 -4.84987 -0.2 0.6 -0.2 0.097
N -28.35170 -1.71691 -4.42797 0.8 -0.2 0.2 0.068
N -27.15123 0.67433 2.47314 0.3 -0.5 -0.2 0.064
H -32.42563 -1.61352 -1.38081 0.1 0.0 0.0 0.084
H -24.00674 1.69995 2.86913 -0.1 -0.3 0.2 0.122
F -31.91020 -1.84894 -3.75818 -0.1 -1.0 -0.5 -0.240
C -26.47489 -5.62891 -1.35443 1.2 -0.5 -1.3 0.012
H -29.82768 -2.09256 -2.04581 0.2 0.1 0.4 0.056
C -27.85740 -8.53337 -3.22038 -0.3 -0.4 0.0 0.032
S -31.05624 -1.60916 -7.51952 2.5 -1.3 -1.7 0.545
O -31.16720 -0.31629 1.02858 -0.2 0.0 0.9 0.140
O -28.60906 -7.40015 -1.27796 -0.1 0.5 0.5 0.193
H -33.23186 -1.49475 1.99827 -0.1 0.2 0.6 0.089
H -28.64274 -8.48314 -3.97669 0.2 0.4 -0.2 0.085
H -34.17509 1.26527 1.43524 0.0 0.1 0.1 0.109
C -27.96484 -7.39845 -2.26193 -0.4 -0.7 -0.6 -0.407
N -33.37187 -2.95241 3.02908 1.7 -0.9 -0.8 -0.301
H -26.56940 -0.19290 2.35145 -0.4 0.2 -0.1 0.075
H -26.25307 -4.59312 -1.57570 -0.1 0.1 0.6 0.087
H -29.19578 -6.13198 -7.33224 0.3 0.2 0.0 0.107
H -31.97636 -5.86925 -3.64326 -0.3 -0.1 0.0 0.104
H -29.54838 0.08556 -2.37964 0.0 -0.2 0.1 0.081
H -26.78369 -2.31640 3.85770 -0.2 -0.7 0.4 0.095
N -27.62025 -2.77182 4.33149 0.9 1.1 -1.5 0.070
H -29.57954 -3.74387 0.37610 0.0 0.2 0.1 0.064
H -28.97717 -2.10936 0.14155 0.5 0.0 0.0 0.051
N -33.44043 -0.69595 1.33840 0.4 -0.8 0.9 0.071
H -28.01073 0.98603 -2.38437 -0.4 0.3 -0.4 0.102
O -29.84618 -6.71144 -4.92433 -0.2 -0.2 0.3 0.148
C -28.18963 0.89680 1.38316 0.5 0.5 1.4 0.033
H -24.58956 2.44854 1.43343 -0.3 0.3 0.3 0.120
O -23.97300 -3.50463 3.44101 -0.2 0.2 -1.0 -0.216
C -28.49134 0.03443 -2.62295 1.1 0.8 0.3 0.030
C -28.28647 -3.54363 3.19330 -0.7 0.3 2.0 0.035
O -27.98606 0.50649 -4.93854 0.1 0.4 -0.3 0.215
O -24.18154 -1.50945 0.45803 0.3 -0.6 0.5 -0.230
C -27.26706 -2.11179 -5.40143 -0.8 -0.4 0.4 0.030
N -30.86316 -2.05042 -5.89701 -0.5 1.1 -1.8 -0.337
H -30.67130 -5.21809 -7.45311 -0.1 0.1 0.1 0.119
H -26.60082 -6.34092 -3.43346 0.9 -0.3 0.7 0.172
H -34.47294 0.27645 2.90363 -0.1 0.0 -0.1 0.114
H -28.04705 -3.64617 -0.38266 0.3 0.7 0.1 0.046
F -26.49454 -1.35988 0.38898 -0.5 0.0 0.4 -0.208
C -27.12161 -3.58841 5.49903 0.0 0.2 0.9 -0.413
C -27.47340 -3.03248 6.84898 0.3 -0.7 -0.2 0.044
C -30.08801 -5.68540 -5.47345 0.9 1.1 0.0 -0.411
H -31.54337 -0.01784 -1.38420 0.1 -0.3 -0.3 0.082
N -25.57969 -1.69243 2.62084 1.0 -0.9 -2.4 -0.338
H -26.34957 -1.59839 -5.14051 0.0 0.1 -0.2 0.108
H -28.14611 -1.94677 4.61821 -0.6 -0.5 0.3 0.163
O -26.48194 -4.54994 5.27212 -0.1 -0.2 -0.5 0.202
H -25.55196 -6.20576 -1.29614 0.1 0.2 0.3 0.115
F -24.66985 -1.68435 4.76653 -0.3 0.1 -0.2 -0.193
C -29.74352 -5.31520 -6.87141 -0.8 -0.4 -0.5 0.046
H -24.65930 0.75805 1.47028 -0.1 -0.4 0.5 0.066
O -28.98159 -3.82254 -2.65946 0.4 -0.5 -0.9 -0.347
O -31.05014 -0.22150 -7.79057 -0.4 -0.1 0.7 -0.200
H -26.70873 -3.43743 7.51009 0.1 0.4 0.1 0.110
S -32.14959 -1.34529 -5.31096 -1.5 1.6 3.5 0.483
S -32.03265 -3.66543 2.42920 -0.9 -0.4 -2.7 0.516
H -27.77143 -5.41157 -2.99373 -0.8 0.2 1.2 0.129
S -33.14439 -3.26910 4.57381 -1.8 0.9 4.3 0.465
H -27.67015 1.02477 0.44383 -0.2 -0.4 -0.2 0.094
O -23.06005 -1.23528 3.09046 -0.3 0.2 -0.7 -0.215
H -27.64535 -4.40114 3.03178 0.0 0.1 -0.6 0.113
C -28.99028 -3.10854 -0.29073 -0.9 -1.1 -0.2 -0.065
C -32.19938 -0.56555 0.50214 0.0 0.4 -1.5 -0.409
H -30.05274 -4.29853 -3.85793 0.5 -0.3 1.0 0.098
H -32.85709 0.91229 2.59785 0.1 -0.1 -0.1 0.104
H -27.14544 -3.18471 -5.25717 0.1 0.0 -0.2 0.090
H -33.28386 -0.06665 -1.24996 -0.1 -0.2 -0.1 0.111
C -28.26941 -0.23733 -4.07550 -0.2 -0.7 0.3 -0.388
H -28.13537 -9.42782 -2.66413 0.4 -0.1 0.1 0.112
H -29.27964 -4.33434 -6.96945 0.2 -0.1 0.2 0.074
C -32.36590 -0.60141 -0.98644 -0.7 0.5 0.5 0.040
S -25.28225 -2.17925 1.05995 -1.3 1.1 -1.4 0.524
O -31.85302 -2.51933 -8.25766 -0.2 0.1 0.5 -0.225
```
Forces are in eV/Å.

Values from the calculation:
HOMO-LUMO gap, eV: 8.9
Energy, hartree: -5703.84120
Net charge: +2
HOMO, Eh: -0.513
Spin multiplicity: 1

---

Computed, not measured: one molecule with the formula C6H11N3O3 in a non-equilibrium geometry, with ωB97M-V/def2-TZVPD.

Structure (XYZ):
```
23
Properties=species:S:1:pos:R:3:forces:R:3:lowdin_charge:R:1
H 2.24784 -1.58210 0.79704 -1.6 1.7 -0.3 0.156
H 2.61529 0.12962 0.36931 -2.0 -0.7 0.4 0.150
N 1.48257 -0.16931 2.13923 -0.9 -0.3 1.7 0.076
C -0.62315 -0.16945 1.08436 1.6 -1.4 -0.8 -0.336
H 0.90914 1.80478 -1.70533 -0.8 1.5 1.4 0.090
H 1.99815 0.63819 -2.02935 -0.2 -0.6 -0.9 0.122
H -1.41745 -2.25149 0.62838 -0.6 2.4 1.4 0.142
N 0.46106 -0.34617 0.12513 -1.6 -0.6 0.5 -0.093
H -0.35386 0.16692 3.28463 1.1 -0.2 0.0 0.133
H -2.04719 -1.40164 2.18205 -0.5 0.1 -0.7 0.083
H 0.33059 -1.20108 -1.82292 1.0 0.1 0.3 0.142
C 0.90552 0.81446 -2.03668 1.1 0.3 -1.3 -0.252
H -0.83106 -0.22493 -1.47667 -1.3 1.0 0.4 0.117
N -1.21933 1.21021 0.77911 0.6 1.0 0.8 -0.317
O -2.35438 1.42135 1.16573 0.3 0.1 -0.4 0.084
H -2.51355 -0.87652 0.49247 -2.6 0.8 -1.2 0.026
C 1.70636 -0.50829 0.75902 3.3 -0.5 0.1 -0.237
O 0.18284 0.76630 -3.24687 -0.7 -1.5 -0.6 -0.050
C -1.79526 -1.22141 1.12469 4.3 -2.4 0.4 0.016
C 0.20998 -0.24457 -1.27189 0.1 -1.9 0.1 -0.184
H 0.31872 1.29581 -4.02133 1.0 0.8 0.1 0.086
O -0.44739 2.02650 0.29569 -1.2 -0.3 0.4 0.091
C 0.23458 -0.07717 2.38420 -0.4 0.6 -1.8 -0.044
```
Forces are in eV/Å.

Values from the calculation:
HOMO-LUMO gap, eV: 9.0
Energy, hartree: -625.02417
HOMO, Eh: -0.326
SMILES: C[C@@]1([N+](=O)[O-])C=NCN1CCO
Spin multiplicity: 1
Energy above the lowest of the compared OMol25 structures with the same formula, charge and spin, kJ/mol: 597.96

---

Computed, not measured: one molecule with the formula C3H4N2O, with ωB97M-V/def2-TZVPD.

Structure (XYZ):
```
10
Properties=species:S:1:pos:R:3:forces:R:3:lowdin_charge:R:1
O -0.24329 1.21945 0.52160 0.0 0.1 -0.4 -0.017
H 0.38175 -1.95038 -0.01279 0.1 0.3 -0.3 0.097
C 0.36984 -0.89822 0.23129 0.0 0.2 -0.1 -0.024
N 0.83308 1.01567 1.38716 0.4 -0.3 0.0 0.050
H -1.53117 1.28860 -1.44321 -0.1 -0.2 -0.1 0.108
C -0.42707 0.12105 -0.22285 0.1 0.0 0.0 -0.410
C 1.18878 -0.21994 1.17046 0.1 0.1 0.1 -0.176
H -1.43162 -0.35711 -1.98794 0.1 0.0 0.2 0.106
H 2.12498 -0.56204 1.58952 -0.3 -0.2 0.4 0.111
N -1.21162 0.34475 -1.30662 -0.4 -0.1 0.2 0.156
```
Forces are in eV/Å.

Values from the calculation:
HOMO-LUMO gap, eV: 9.3
Energy, hartree: -301.41397
HOMO, Eh: -0.310
SMILES: Nc1ccno1
Spin multiplicity: 1
Energy above the lowest of the compared OMol25 structures with the same formula, charge and spin, kJ/mol: 192.34

---

Computed, not measured: a 2-piece molecular cluster, CBrClF2O overall in a non-equilibrium geometry, with ωB97M-V/def2-TZVPD.

Structure (XYZ):
```
6
Properties=species:S:1:pos:R:3:forces:R:3:lowdin_charge:R:1
F -1.81983 -1.28589 -2.78749 1.4 1.4 2.1 -0.537
C 0.73348 0.45142 0.81270 -0.5 0.4 2.6 -0.879
O 0.71245 1.25549 -0.04175 0.2 -1.3 0.1 0.049
Cl -0.94379 -0.40119 -1.54399 -1.5 -1.4 -2.4 0.672
F 0.86841 -0.87700 0.80424 0.2 0.9 -1.0 0.011
Br 0.44929 0.85717 2.75630 0.2 0.0 -1.4 0.686
```
Forces are in eV/Å.

Values from the calculation:
HOMO-LUMO gap, eV: 9.7
Energy, hartree: -3347.18702
HOMO, Eh: -0.424
SMILES: O=C(F)Br.FCl
Spin multiplicity: 1
Energy above the lowest of the compared OMol25 structures with the same formula, charge and spin, kJ/mol: 38.38

---

| no. | lowest unoccupied orbital energy (eV) |
| --- | --- |
| 1 | -5.083 |
| 2 | 0.087 |
| 3 | 0.861 |
| 4 | -1.847 |